No. 1
DFT (ωB97M-V with the def2-TZVPD basis set) results for a single C3H4S2 molecule at a distorted geometry.

XYZ file:
```
9
Properties=species:S:1:pos:R:3:forces:R:3
C -1.49457 0.32078 0.13112 -1.4 0.3 -2.2
C -0.34545 -0.15104 0.48276 3.4 -0.7 -0.6
C 0.86607 -0.24306 -0.46883 -0.5 0.1 1.3
S 2.10336 0.99191 0.04340 -0.2 -0.3 -0.8
S 2.43131 -1.05354 0.07442 -1.0 0.2 0.0
H -2.37703 0.45253 0.65309 -1.1 0.1 2.3
H -1.82703 0.56221 -0.87706 1.1 -0.1 -0.5
H 0.04238 -0.39688 1.44809 -0.7 -0.1 0.9
H 0.60097 -0.48291 -1.48699 0.4 0.6 -0.4
```
Forces are in eV/Å.

Energy relative to the best compared isomer or geometry (same formula, charge and spin) (kcal/mol): 26.60
HOMO energy (eV): -8.424
2S+1: 1
SMILES string: C=CC1SS1
LUMO level (eV): 0.08

Atom charges from the Mulliken analysis, given in e for atoms 1 to 8: atom 1 (C): -0.76, atom 2 (C): -0.10, atom 3 (C): -0.21, atom 4 (S): -0.11, atom 5 (S): -0.14, atom 6 (H): 0.30, atom 7 (H): 0.23, atom 8 (H): 0.33


No. 2
DFT (ωB97M-V with the def2-TZVPD basis set) results for a single C3H4S3 molecule at a distorted geometry.

XYZ file:
```
10
Properties=species:S:1:pos:R:3:forces:R:3
C 0.34203 -0.07232 0.32556 -5.1 1.3 2.3
C -1.05361 -0.65651 -0.22503 -2.5 1.3 2.7
C 0.03581 1.47032 0.08483 1.9 -0.4 -2.3
H 2.30884 -1.79447 -0.05140 -1.6 2.9 -0.5
H 0.03480 -0.00566 1.43784 1.7 -1.0 -1.0
H -1.74203 -1.22365 0.61952 2.0 1.5 -1.9
H -1.32268 -1.16333 -1.14863 1.1 0.1 -0.3
S 1.78480 -0.36954 -0.43598 4.5 -3.6 -0.5
S -1.63652 1.20449 -0.39852 0.7 -0.8 0.6
S 1.24855 2.61068 -0.20819 -2.6 -1.2 1.0
```
Forces are in eV/Å.

Energy relative to the best compared isomer or geometry (same formula, charge and spin) (kcal/mol): 73.54
HOMO energy (eV): -8.568
2S+1: 1
SMILES string: S=C1SC[C@H]1S
LUMO level (eV): -0.49

Atom charges from the Mulliken analysis, given in e for atoms 1 to 8: atom 1 (C): 0.08, atom 2 (C): -0.53, atom 3 (C): -0.07, atom 4 (H): 0.13, atom 5 (H): 0.30, atom 6 (H): 0.24, atom 7 (H): 0.39, atom 8 (S): -0.25


No. 3
DFT (ωB97M-V with the def2-TZVPD basis set) results for a single C3H4S3 molecule at a distorted geometry.

XYZ file:
```
10
Properties=species:S:1:pos:R:3:forces:R:3
C 1.98417 -1.36514 -0.23999 0.9 -0.4 -0.6
C 1.03660 -0.66041 -0.28565 -1.4 0.1 0.7
C -0.13632 0.08172 0.03280 -2.2 -0.1 -0.3
S 0.36983 1.62207 0.84396 -0.1 1.7 -1.0
S -1.17336 0.29527 -1.55040 1.4 0.2 0.2
S -1.26115 -0.86191 1.33830 2.8 -2.1 -1.9
H 2.85359 -1.90989 -0.38630 1.0 -0.7 0.0
H 0.48156 2.51378 -0.28004 -0.2 -1.5 1.3
H -2.37498 0.05182 -1.07285 -0.4 -0.1 0.5
H -1.77996 0.23268 1.60018 -1.7 2.9 0.9
```
Forces are in eV/Å.

Energy relative to the best compared isomer or geometry (same formula, charge and spin) (kcal/mol): 74.09
HOMO energy (eV): -9.337
2S+1: 1
SMILES string: C#CC(S)(S)S
LUMO level (eV): 0.26

Atom charges from the Mulliken analysis, given in e for atoms 1 to 8: atom 1 (C): 0.07, atom 2 (C): -0.90, atom 3 (C): 0.28, atom 4 (S): -0.15, atom 5 (S): -0.14, atom 6 (S): -0.13, atom 7 (H): 0.50, atom 8 (H): 0.18


No. 4
DFT (ωB97M-V with the def2-TZVPD basis set) results for a single C3H4S4 molecule at a distorted geometry.

XYZ file:
```
11
Properties=species:S:1:pos:R:3:forces:R:3
C -1.41122 0.08435 -0.20454 -1.4 -1.0 1.2
C -0.71702 -0.69697 -1.23856 1.7 1.0 -2.7
C 1.59074 0.28249 0.06907 1.9 0.0 -0.6
H -1.17315 -1.95162 1.14133 0.2 0.0 -0.3
H -1.21182 -1.60342 -1.59805 -0.2 0.0 0.7
H -0.69383 -0.03092 -2.20689 0.5 -1.2 1.9
H 0.70154 0.94159 0.08068 0.9 0.0 0.4
S -1.77602 -0.76916 1.31322 -0.1 0.7 0.0
S -2.06696 1.54750 -0.41954 0.3 0.0 -0.1
S 1.01765 -1.28267 -0.71142 -0.1 2.0 0.5
S 3.17548 0.79340 0.49443 -3.7 -1.5 -0.9
```
Forces are in eV/Å.

Energy relative to the best compared isomer or geometry (same formula, charge and spin) (kcal/mol): 24.81
HOMO energy (eV): -9.032
2S+1: 1
SMILES string: S=CSCC(=S)S
LUMO level (eV): -1.09

Atom charges from the Mulliken analysis, given in e for atoms 1 to 8: atom 1 (C): 0.11, atom 2 (C): -0.72, atom 3 (C): -0.12, atom 4 (H): 0.15, atom 5 (H): 0.40, atom 6 (H): 0.34, atom 7 (H): 0.26, atom 8 (S): -0.12


No. 5
DFT (ωB97M-V with the def2-TZVPD basis set) results for 26 unconnected molecules or ions with the total composition C3H57O26 at a distorted geometry.

XYZ file:
```
86
Properties=species:S:1:pos:R:3:forces:R:3
C 0.13686 -1.53907 0.08054 3.0 -0.3 0.6
C -0.31540 -0.23203 -0.48747 -1.1 0.9 -0.8
C -0.10480 1.04466 0.37653 0.3 -0.6 0.1
O 0.32906 -0.08448 -1.71571 -0.6 0.0 0.5
H -0.16451 -2.40076 -0.48780 -0.5 0.2 -1.0
H -0.08869 -1.80791 1.08458 -0.5 0.4 1.2
H 1.28130 -1.54154 0.00512 -1.4 -0.1 0.3
H -1.42333 -0.36965 -0.67071 0.4 0.5 0.3
H 0.95783 1.23534 0.55486 0.0 -0.2 0.0
H -0.57426 0.97587 1.34453 0.0 -0.2 0.3
H -0.48963 1.96096 -0.06205 -0.1 -0.2 -0.5
O -0.61132 -1.86858 -3.32323 -2.3 0.3 -2.0
H -0.32227 -2.74390 -3.17454 0.8 -1.2 0.6
H -0.38682 -1.29195 -2.59332 1.3 1.3 0.9
O 3.16799 -0.27087 1.39201 -0.4 0.3 0.3
H 2.84642 -0.07696 0.49379 0.4 0.0 -0.4
H 4.00502 -0.72711 1.32059 0.3 -0.3 -0.5
O -1.09322 -2.92802 3.13186 1.7 -0.5 1.2
H -1.54655 -2.94297 2.30382 -1.2 -0.1 -1.5
H -0.27882 -3.45885 2.97538 -0.8 0.7 0.4
O -3.19190 -0.12421 -3.74534 -0.7 0.3 -1.1
H -3.17478 -0.87186 -4.35711 0.2 0.2 0.3
H -2.90168 -0.45855 -2.91040 0.3 -0.2 0.7
O 2.80313 0.79364 -1.49809 1.3 0.6 1.4
H 2.94524 1.57035 -0.89861 -0.4 -0.6 -1.0
H 1.85431 0.58460 -1.48095 -0.9 0.0 -0.1
O 4.48548 -2.59061 -0.42418 0.0 0.1 1.3
H 5.23435 -2.91523 -0.90123 0.5 -0.2 -0.5
H 3.79223 -2.42378 -1.05989 -0.8 0.3 -0.8
O 3.31938 3.12233 -0.01228 -0.5 -0.4 -2.0
H 4.23607 3.12665 -0.19155 1.4 0.1 0.0
H 3.11942 3.10838 0.90027 -0.3 0.1 2.2
O -0.04476 -4.64173 0.37240 0.4 -1.0 0.0
H -0.90103 -4.81921 -0.02235 -0.5 0.2 0.3
H 0.02148 -3.69265 0.43871 -0.2 0.6 0.2
O -1.35303 2.55515 3.21745 0.2 -0.8 -0.1
H -1.81016 2.38281 4.03191 -0.5 0.6 0.8
H -1.25764 1.62807 2.93861 0.2 0.4 -0.6
O 1.18887 4.33930 -0.91983 0.0 0.4 -0.6
H 1.91515 3.89902 -0.46768 0.2 0.1 -0.4
H 0.46564 4.24778 -0.31118 -0.7 0.0 0.4
O 2.21784 -1.94916 -2.28557 1.3 -1.8 -0.3
H 1.49570 -1.45451 -1.91421 -0.8 1.2 0.2
H 1.78898 -2.78667 -2.54510 0.5 0.5 0.1
O 1.90877 0.27246 -4.27291 0.0 0.4 -1.8
H 0.97135 0.30348 -4.49213 0.0 -0.1 0.3
H 1.96476 0.17560 -3.33854 0.1 -0.2 1.0
O -4.51683 -0.40914 -0.43286 -1.4 1.1 1.7
H -4.00807 0.41108 -0.50843 0.1 -0.1 -0.6
H -4.16805 -1.06807 -0.98044 1.0 -1.1 -1.4
O 2.37853 3.31490 2.47943 0.6 0.5 -0.3
H 3.23502 3.10274 2.84697 0.7 0.6 0.5
H 2.02415 2.43875 2.64951 -1.3 -0.8 0.3
O 0.56673 -4.15363 -2.29466 0.4 1.2 -0.2
H 0.32585 -4.89778 -2.78918 -0.4 -1.7 -1.4
H 0.41786 -4.41708 -1.39667 0.1 -0.2 1.4
O 1.81202 -2.15391 2.97130 -0.7 -0.1 2.2
H 2.06594 -1.46129 2.39821 0.7 1.6 -1.1
H 1.86643 -2.88550 2.40431 0.3 -1.9 -1.1
O -0.49527 4.45049 1.41253 0.0 -0.1 0.6
H -0.75160 3.83765 2.11536 -0.5 -0.5 -0.1
H 0.13385 4.97305 1.90635 0.6 0.6 -0.3
O -0.95550 2.06070 -2.81909 -1.7 0.3 0.0
H -0.20027 2.56810 -3.06067 1.0 0.6 -0.1
H -0.63042 1.31387 -2.31007 0.8 -0.8 0.0
O 1.90435 0.91907 3.49395 -1.5 0.2 0.9
H 2.46429 0.49099 2.84993 0.2 -0.7 -0.6
H 0.99531 0.50611 3.45694 1.4 0.3 -0.3
O -2.71372 -2.44305 -1.73703 -1.1 -0.4 1.5
H -3.31811 -3.08631 -2.10187 -0.1 -0.1 -0.4
H -2.09759 -2.13865 -2.39416 1.2 0.0 -1.4
O -2.90053 -2.55104 0.95001 0.5 -1.0 0.4
H -2.80154 -2.39433 0.00099 0.1 0.0 -0.1
H -3.09814 -1.69388 1.33048 -0.5 0.7 0.1
O -2.88303 0.13085 1.93660 0.5 -0.1 -0.4
H -2.42460 0.25748 1.06801 -0.5 -0.1 1.0
H -2.18666 -0.07972 2.59985 -0.4 0.2 -0.8
O -2.13640 5.09171 -0.71167 -1.5 0.1 -1.2
H -1.78834 4.63352 0.02775 0.7 -0.4 1.2
H -1.51332 5.77845 -0.89875 0.6 0.5 -0.2
O -3.17952 1.91042 -0.82131 -1.4 -0.5 1.9
H -3.23684 2.43863 -0.01315 -0.1 -0.1 -0.2
H -2.50635 2.32027 -1.31405 1.7 0.9 -1.8
O -0.69460 -0.21713 3.45026 0.2 0.3 2.4
H -0.68845 -0.00619 4.43261 -0.1 -0.6 -1.7
H -0.71461 -1.20573 3.40371 0.2 -0.2 -0.1
```
Forces are in eV/Å.

Energy relative to the best compared isomer or geometry (same formula, charge and spin) (kcal/mol): 6.26
HOMO energy (eV): -6.219
2S+1: 1
LUMO level (eV): 1.88
Net charge: -1

Atom charges from the Mulliken analysis, given in e for atoms 1 to 8: atom 1 (C): 0.12, atom 2 (C): 3.98, atom 3 (C): 0.89, atom 4 (O): -1.32, atom 5 (H): -0.05, atom 6 (H): -0.54, atom 7 (H): -0.29, atom 8 (H): -0.26


No. 6
DFT (ωB97M-V with the def2-TZVPD basis set) results for a molecular structure, C3H5AuO4 at a distorted geometry.

XYZ file:
```
13
Properties=species:S:1:pos:R:3:forces:R:3
C -0.63543 3.03761 -1.36890 0.1 -0.2 0.7
C -0.59519 2.16213 -2.57716 -1.5 2.9 -0.5
O 0.08469 1.01799 -2.55208 -8.7 6.1 -7.0
Au 1.17366 0.11859 -1.74047 2.9 -6.6 1.3
H -0.39630 4.07846 -1.63070 -0.1 -0.3 0.0
H -1.62997 3.01825 -0.89055 0.3 0.1 -0.2
H 0.09127 2.71143 -0.59555 -0.3 0.1 -0.4
H 3.24705 1.37459 -0.27921 0.0 -0.1 0.0
H -0.86608 2.56791 -3.56377 0.4 -0.5 0.3
O 2.73143 0.68575 -0.74650 3.4 1.3 1.9
C 2.78733 -0.60409 -0.19202 5.1 -1.3 5.0
O 1.86896 -1.29257 -0.73892 0.4 -2.0 0.8
O 3.61222 -0.87544 0.64993 -1.9 0.6 -1.9
```
Forces are in eV/Å.

Energy relative to the best compared isomer or geometry (same formula, charge and spin) (kcal/mol): 47.83
HOMO energy (spin up / spin down) (eV): -12.415 / -16.083
2S+1: 4
LUMO level (spin up / spin down) (eV): -3.60 / -8.99
⟨S²⟩: 3.76
Net charge: +1

Atom charges from the Mulliken analysis, given in e for atoms 1 to 8: atom 1 (C): -0.79, atom 2 (C): 0.00, atom 3 (O): -0.39, atom 4 (Au): 0.91, atom 5 (H): 0.28, atom 6 (H): 0.27, atom 7 (H): 0.26, atom 8 (H): 0.40


No. 7
DFT (ωB97M-V with the def2-TZVPD basis set) results for a single C3H5B molecule at a distorted geometry.

XYZ file:
```
9
Properties=species:S:1:pos:R:3:forces:R:3
B 2.88276 -0.29319 0.06940 -1.8 0.3 -0.4
C -1.21367 0.10538 0.11499 4.2 1.2 -1.6
C 1.45990 0.37133 -0.27768 -1.0 1.2 1.2
C -0.10096 0.04372 -0.68090 1.7 0.0 0.6
H -2.09101 -0.14742 -0.35348 -2.1 -0.6 -0.7
H -1.21624 0.70472 1.00632 0.1 -0.5 0.6
H 1.41890 0.95046 0.75750 0.2 -0.7 -1.6
H 1.92961 1.13731 -1.00154 -0.7 -0.7 0.7
H -0.10897 -0.23919 -1.75958 -0.5 -0.2 1.1
```
Forces are in eV/Å.

Energy relative to the best compared isomer or geometry (same formula, charge and spin) (kcal/mol): 65.77
HOMO energy (eV): -8.596
2S+1: 1
LUMO level (eV): 0.32

Atom charges from the Mulliken analysis, given in e for atoms 1 to 8: atom 1 (B): -0.11, atom 2 (C): -0.72, atom 3 (C): -0.50, atom 4 (C): 0.04, atom 5 (H): 0.30, atom 6 (H): 0.29, atom 7 (H): 0.21, atom 8 (H): 0.25


No. 8
DFT (ωB97M-V with the def2-TZVPD basis set) results for a single C3H5B molecule at a distorted geometry.

XYZ file:
```
9
Properties=species:S:1:pos:R:3:forces:R:3
B -1.19973 -0.03713 0.76982 0.0 0.7 -4.6
C 1.59495 -0.13798 -0.06254 -2.6 -0.5 -1.0
C 0.85056 -0.37541 -1.15507 -0.3 0.6 2.0
C 0.18230 -0.34058 0.09371 1.0 0.7 -0.2
H -1.32802 0.18029 1.83015 0.0 0.2 3.2
H -2.12400 -0.58642 0.13650 0.6 0.4 0.5
H 2.45790 0.27107 0.37465 1.1 0.1 0.3
H 0.57259 -0.21872 -2.16912 0.4 -0.4 -0.8
H -1.00655 1.24488 0.18190 -0.2 -1.8 0.6
```
Forces are in eV/Å.

Energy relative to the best compared isomer or geometry (same formula, charge and spin) (kcal/mol): 51.76
HOMO energy (eV): -9.626
2S+1: 1
LUMO level (eV): 0.17

Atom charges from the Mulliken analysis, given in e for atoms 1 to 8: atom 1 (B): -0.05, atom 2 (C): -0.26, atom 3 (C): -0.24, atom 4 (C): 0.11, atom 5 (H): -0.12, atom 6 (H): -0.10, atom 7 (H): 0.34, atom 8 (H): 0.34


No. 9
DFT (ωB97M-V with the def2-TZVPD basis set) results for 2 unconnected molecules or ions with the total composition C3H5BN2O3 at a distorted geometry.

XYZ file:
```
14
Properties=species:S:1:pos:R:3:forces:R:3
B 0.34599 1.05866 -1.86451 -1.4 0.2 -0.1
C -0.25148 -2.04002 0.77968 0.9 -3.0 -1.2
C -0.24581 -1.80681 2.16718 -1.7 0.7 -0.2
C -0.07867 -0.79663 0.31814 0.9 2.2 -4.8
N -0.25367 -0.50445 2.41311 0.3 0.2 1.6
N -0.10597 0.13796 1.26081 0.3 0.3 0.1
O -0.29512 1.83293 -0.87336 2.1 1.9 0.9
O 0.70508 1.65076 -3.06967 -0.6 1.3 -0.3
O 0.38605 -0.27769 -1.66882 -0.4 -1.3 3.4
H -0.22689 -3.04584 0.24157 -0.1 1.9 0.8
H -0.59530 -2.46759 2.94512 0.6 -0.2 0.1
H -0.01957 1.15855 1.25907 -0.2 -1.0 -0.5
H 0.36018 2.55651 -0.61853 -1.6 -1.0 -0.6
H 0.27518 2.54368 -3.28978 1.0 -2.2 0.9
```
Forces are in eV/Å.

Energy relative to the best compared isomer or geometry (same formula, charge and spin) (kcal/mol): 43.59
HOMO energy (eV): -10.227
2S+1: 1
LUMO level (eV): -1.05

Atom charges from the Mulliken analysis, given in e for atoms 1 to 8: atom 1 (B): 0.58, atom 2 (C): -0.37, atom 3 (C): -0.27, atom 4 (C): 0.53, atom 5 (N): -0.93, atom 6 (N): 0.53, atom 7 (O): -0.63, atom 8 (O): -0.55


No. 10
DFT (ωB97M-V with the def2-TZVPD basis set) results for a molecular structure, C3H5BaLiO3 at a distorted geometry.

XYZ file:
```
13
Properties=species:S:1:pos:R:3:forces:R:3
H 0.12446 0.85453 0.52037 -1.9 3.3 -2.1
O -0.52944 -0.86681 0.78782 -1.5 -1.0 -0.6
C -1.44467 -0.26759 -0.06369 -0.1 -0.9 0.6
C -1.00292 1.26260 0.18426 2.9 -1.7 2.7
C 3.22917 0.12238 -1.27773 2.6 1.5 -0.9
O 2.26533 -0.47060 -0.99799 -1.6 -1.1 0.6
O 4.18031 0.70264 -1.55629 -1.2 -0.6 0.4
Ba -1.29795 -2.04765 3.18481 -0.2 0.1 0.4
Li 1.02395 -1.86430 -0.44850 0.5 0.5 -0.5
H -2.49372 -0.32678 0.25528 0.1 -0.3 -0.2
H -1.23307 -0.46566 -1.12323 -0.2 0.0 0.2
H -1.36249 1.55022 1.17614 -0.5 0.1 -0.4
H -1.45896 1.81701 -0.64128 1.0 0.2 -0.3
```
Forces are in eV/Å.

Energy relative to the best compared isomer or geometry (same formula, charge and spin) (kcal/mol): 10.13
HOMO energy (spin up / spin down) (eV): -22.536 / -22.526
2S+1: 2
LUMO level (spin up / spin down) (eV): -12.36 / -15.01
⟨S²⟩: 0.76
Net charge: +3

Atom charges from the Mulliken analysis, given in e for atoms 1 to 8: atom 1 (H): 0.23, atom 2 (O): -0.61, atom 3 (C): -0.03, atom 4 (C): -0.71, atom 5 (C): 0.64, atom 6 (O): -0.45, atom 7 (O): -0.18, atom 8 (Ba): 1.92